8 unconnected molecules or ions with the total composition C36H88N3O7. Source: the OMol25 dataset; level of theory: ωB97M-V/def2-TZVPD.

Values from the calculation:
**Total charge**: +1
**E_HOMO**: -10.75 eV
**E_LUMO**: -3.657 eV
**HOMO-LUMO gap**: 0.2607 Ha
**Largest force on an atom**: 0.009 hartree/bohr

The geometry in XYZ format:
```
134
Properties=species:S:1:pos:R:3:forces:R:3
O -5.71669 1.14790 -8.42330 0.0331 -0.0051 0.0173
O -5.96059 1.55044 -0.13109 0.0562 -0.0008 -0.0073
O 4.16756 -3.20240 0.27521 -0.0154 0.0762 -0.0314
O -1.43157 1.97538 -4.27843 0.0715 0.0002 0.0563
O 3.67027 -0.11552 6.29196 0.0629 0.0330 -0.0996
O 8.40414 -5.49269 -0.29521 -0.0403 0.1145 -0.0179
O -8.21001 2.25636 4.50441 0.0525 -0.0191 -0.0798
N 3.96198 2.30356 3.67537 0.1287 -0.0165 0.0227
N 5.62317 1.15757 0.68702 -0.0623 0.0019 0.2113
N 1.82648 1.15941 -1.34331 -0.2043 0.1853 -0.3417
C -9.50121 2.76250 4.80330 -0.0379 0.0086 -0.0176
C 9.44648 -7.72216 -0.12507 -0.0030 0.0324 0.0392
C 4.37742 -4.47935 -0.32604 0.0245 -0.0420 -0.0778
C 4.17436 1.13893 0.30486 -0.1422 -0.2857 -0.1635
C 1.60452 -0.81409 5.13866 0.0150 0.0277 -0.0031
C 5.12327 -5.45712 0.55660 0.0182 0.0064 0.0734
C 3.26880 1.68486 1.40365 0.1886 0.2107 0.0319
C -7.18377 3.36402 1.00834 0.0501 0.0118 0.0550
C -6.31890 0.87278 -9.67810 0.0034 -0.0193 -0.0329
C -6.60577 1.43324 -7.35743 0.0282 0.0500 0.0757
C -7.23455 2.10519 0.16414 -0.0767 -0.0282 -0.0135
C 3.04127 0.75175 7.22743 -0.0188 0.0476 -0.0182
C -2.92973 2.90049 -6.00992 -0.0181 0.0281 0.0120
C 5.62987 1.29617 -1.58253 0.0987 0.1726 -0.0920
C -5.81790 0.15504 1.90235 -0.0712 0.0076 -0.0342
C -5.17619 1.18805 0.99188 0.0743 0.0074 0.0147
C -2.10233 1.73218 -5.50861 0.0036 -0.0365 -0.0530
C 4.23870 1.76352 -1.09894 0.0910 -0.0236 -0.0189
C -2.26768 2.29081 -3.17728 -0.0280 -0.0028 0.0722
C 1.05614 -0.00919 -1.79587 0.0847 -0.0672 -0.0017
C 8.63703 -6.73548 -0.94566 -0.0242 -0.0449 -0.0219
C -7.15836 2.01233 -10.22802 0.0145 0.0273 0.0326
C 3.88581 2.77373 2.30006 -0.0333 0.0299 -0.0858
C -9.49572 3.98721 5.70066 0.0450 0.0027 -0.0030
C -8.06175 0.71702 6.42494 -0.0308 -0.0063 -0.0308
C 2.88958 -1.21211 5.84465 -0.0026 -0.0248 -0.0105
C -7.43323 1.83566 5.61262 0.0318 -0.0063 0.0174
C 6.39849 1.18937 -0.31895 0.1221 0.0816 -0.3321
C 3.10613 1.30239 -2.02862 0.1137 -0.0071 0.0667
C -7.57635 0.31239 -7.02937 0.0289 -0.0436 -0.0579
C 9.55885 -4.74917 0.05712 0.0291 0.0076 0.0289
C 2.62107 0.07308 8.51799 0.0239 -0.0433 -0.0201
C -3.27655 1.21263 -2.82529 0.0157 -0.0419 -0.0009
C 10.43058 -4.35525 -1.12221 -0.0340 -0.0089 -0.0248
C 6.35927 -2.29122 -0.38496 -0.0156 0.0398 0.0302
C 5.33098 -2.53784 0.71026 0.0273 0.0153 0.0307
H -3.75415 3.13830 -5.33603 -0.0177 -0.0221 -0.0140
H -6.77183 3.16678 1.99846 -0.0604 0.0239 0.0293
H 4.86174 3.10418 1.90861 -0.0329 -0.0415 -0.0772
H 1.09958 -1.70556 4.76474 0.0105 -0.0019 -0.0163
H -6.72560 0.53332 2.37490 0.0191 0.0228 0.0303
H 6.13366 1.94667 -2.29681 -0.0521 0.0179 -0.0185
H 2.67182 -1.89577 6.67175 -0.0074 0.0278 0.0174
H -1.58035 2.43869 -2.34070 -0.0053 0.0150 0.0023
H -9.92639 3.01668 3.83197 -0.0113 -0.0020 0.0069
H 9.85387 -3.79209 -1.85807 0.0017 -0.0044 -0.0057
H 0.91247 -0.29844 5.80444 -0.0092 -0.0260 0.0098
H 5.94536 1.14939 1.65100 -0.0595 -0.1989 -0.0460
H -9.10060 3.76871 6.69339 -0.0280 -0.0114 0.0077
H 4.13289 1.31011 3.76655 0.0128 0.0317 0.0705
H 3.37713 -4.84330 -0.55603 -0.0088 0.0085 0.0322
H -8.26820 0.11421 -7.84866 -0.0191 0.0253 0.0107
H 9.10413 -6.57506 -1.92324 0.0179 0.0248 0.0167
H 4.90361 -4.36100 -1.28020 0.0050 0.0173 0.0054
H 1.26673 1.97686 -1.55748 0.0408 -0.0026 0.1402
H -7.37526 0.40517 7.21313 0.0101 -0.0100 -0.0089
H -10.51513 4.35359 5.82655 -0.0020 0.0084 -0.0143
H -6.49510 1.49169 5.17445 0.0053 0.0032 0.0102
H -2.77789 3.24704 -3.33621 0.0041 -0.0058 -0.0434
H 1.81376 -0.15244 4.29547 -0.0096 0.0108 0.0091
H -4.89731 2.07671 1.57034 -0.0300 0.0092 -0.0021
H -7.67602 2.31767 -0.80968 0.0108 0.0079 -0.0011
H 5.21575 -6.41351 0.04090 -0.0323 -0.0124 0.0048
H 7.47780 1.15175 -0.23315 -0.0139 -0.0028 0.1480
H 3.47587 -0.40450 8.99789 -0.0035 -0.0032 0.0015
H 1.30794 -0.88965 -1.20133 0.0329 0.0261 -0.0078
H 3.54107 -1.75057 5.15431 -0.0076 -0.0210 0.0073
H -7.87170 1.35723 0.64864 0.0158 -0.0056 0.0103
H -2.77486 0.26258 -2.62988 -0.0017 0.0001 -0.0017
H 11.25692 -3.73255 -0.77715 -0.0062 0.0130 0.0013
H 5.90213 -1.76741 -1.22787 0.0071 -0.0186 -0.0261
H 4.63270 2.80836 4.24018 -0.1215 0.0016 0.0137
H -8.19448 3.74781 1.15253 -0.0047 0.0096 -0.0215
H -2.31373 3.79392 -6.12138 0.0043 -0.0048 -0.0015
H 4.26218 2.85651 -1.03787 -0.1194 -0.0176 0.2074
H -6.91276 -0.04674 -9.62715 -0.0101 0.0120 0.0287
H 10.15126 -5.28638 0.80529 -0.0059 -0.0238 -0.0192
H 2.96693 0.84192 2.02805 -0.0424 0.0501 0.0683
H -8.02456 2.22605 -9.60086 -0.0148 -0.0235 -0.0135
H -3.99788 1.05084 -3.62664 -0.0249 0.0299 0.0146
H 10.46145 -7.36973 0.06121 0.0088 -0.0120 -0.0298
H -7.03734 -0.60984 -6.80836 -0.0044 -0.0017 0.0013
H 1.85295 -0.68370 8.35556 -0.0232 0.0243 0.0005
H 2.18863 1.25767 6.76165 -0.0084 -0.0232 0.0002
H -5.95297 1.61641 -6.50229 -0.0223 0.0118 0.0116
H -5.48063 0.67389 -10.34596 -0.0098 -0.0061 -0.0067
H -7.15108 2.36517 -7.54593 -0.0067 -0.0148 -0.0363
H 6.13561 -5.11411 0.76824 0.0293 -0.0846 -0.0163
H 2.21002 0.81494 9.20328 0.0150 0.0073 0.0053
H 3.38308 0.33740 -2.46351 -0.0116 -0.0328 0.1051
H 8.96650 -7.90824 0.83637 0.0040 -0.0007 0.0009
H -8.17000 0.58520 -6.15605 0.0121 -0.0014 0.0125
H -3.36194 2.64962 -6.97986 0.0060 0.0009 -0.0082
H -8.89389 4.78327 5.26032 0.0014 0.0004 0.0044
H 3.94668 0.07892 0.14453 -0.0721 -0.0129 0.0950
H -0.00561 0.19399 -1.67683 -0.0204 -0.0403 0.0513
H 7.17987 -1.68889 0.01592 0.0146 0.0076 -0.0281
H -7.52823 1.74924 -11.21967 0.0138 0.0034 -0.0095
H 6.79779 -3.21539 -0.76240 -0.0008 -0.0303 0.0534
H 3.25937 3.66561 2.26014 -0.0208 0.0015 0.0830
H -3.83928 1.50189 -1.93611 -0.0166 -0.0027 -0.0064
H -10.13321 1.97761 5.23334 0.0263 -0.0070 0.0170
H -1.30434 1.51039 -6.21732 -0.0047 0.0003 -0.0028
H 5.80439 -3.05711 1.55097 -0.0254 -0.0653 -0.0261
H 10.86166 -5.22283 -1.62166 0.0210 -0.0006 0.0204
H -4.25564 0.78571 0.56455 -0.0003 -0.0123 0.0134
H 7.64011 -7.13640 -1.13097 0.0062 -0.0053 -0.0086
H -5.12129 -0.11471 2.69792 0.0176 -0.0136 -0.0141
H -6.56330 2.92262 -10.31118 -0.0043 0.0022 0.0018
H 5.58306 0.29907 -2.03798 0.0083 0.0061 0.0192
H -8.27593 -0.14434 5.79091 -0.0039 -0.0003 0.0022
H -6.07071 -0.74640 1.34251 -0.0027 -0.0026 0.0057
H 3.78769 1.51796 7.43796 0.0044 -0.0061 -0.0005
H 9.16988 -3.85356 0.54625 0.0153 -0.0039 0.0124
H 2.35969 2.03446 0.92669 -0.0139 -0.0468 -0.0724
H 4.96138 -1.58560 1.10269 0.0606 -0.0022 0.0523
H -6.58443 4.13866 0.52742 0.0056 -0.0189 -0.0190
H 9.52201 -8.66797 -0.66213 -0.0155 -0.0066 0.0034
H -8.99087 1.02813 6.90330 0.0166 0.0131 0.0223
H -2.72265 0.83262 -5.43495 -0.0080 0.0090 0.0252
H 3.04274 2.00822 -2.86332 0.0378 -0.0808 -0.0713
H 1.23382 -0.24352 -2.85071 -0.0846 0.0327 -0.0070
H 4.59908 -5.62254 1.49873 -0.0268 0.0182 -0.0153
H -7.19090 2.68603 6.26031 -0.0324 0.0071 -0.0040
```
Forces are in eV/Å.

These are the Mulliken partial charges, in e, on atoms 1 to 6: atom 1 (O): -0.394, atom 2 (O): -0.404, atom 3 (O): -0.439, atom 4 (O): -0.368, atom 5 (O): -0.425, atom 6 (O): -0.324